# 1
The ion C3H4NO with charge +1 at a distorted geometry, computed with ωB97M-V with the def2-TZVPD basis set.

The geometry in ORCA input format:
```
! RIJCOSX wB97M-V def2-TZVPD def2/J DEFGRID3
* xyz 1 1
C 0.428 -1.128 -0.005
C 1.495 -0.327 -0.102
C -0.705 1.046 -0.045
N -0.694 -0.218 -0.045
O 1.997 0.665 0.006
H 0.416 -2.145 0.093
H -1.724 1.444 -0.044
H 0.247 1.511 0.209
H -1.460 -0.849 -0.067
*
```

Its structure (SMILES) is C=[NH+]C=C=O. The calculation puts the gap between HOMO and LUMO at 9.4 eV.

Population analysis type Mulliken, resulting atomic charges in e: number 1, C, carries -0.610; number 2, C, carries 0.687; number 3, C, carries -0.234; number 4, N, carries -0.001; number 5, O, carries -0.201; number 6, H, carries 0.449; number 7, H, carries 0.281; number 8, H, carries 0.373; number 9, H, carries 0.255


# 2
A cluster of 3 separate species, C22H38BO4 in total at a distorted geometry, computed with ωB97M-V with the def2-TZVPD basis set.

The geometry in ORCA input format:
```
! RIJCOSX wB97M-V def2-TZVPD def2/J DEFGRID3
* xyz -1 1
C 2.191 -1.412 0.412
C 2.699 -0.026 -0.003
O 1.988 0.565 -1.084
C 0.601 0.590 -0.858
O -0.090 -0.251 -1.394
C 0.092 1.657 0.079
C -1.420 2.010 -0.132
C -2.228 1.590 1.111
B -3.877 1.666 0.903
C -4.578 0.415 1.766
C -5.528 -0.472 1.002
C -6.826 -0.616 1.465
C -7.736 -1.426 0.850
C -7.390 -2.140 -0.267
C -6.111 -2.013 -0.748
C -5.193 -1.200 -0.133
C -3.796 -1.154 -0.706
H 3.001 -1.991 0.865
H 1.870 -1.951 -0.482
H 1.375 -1.360 1.135
H 2.746 0.619 0.880
H 3.734 -0.147 -0.335
H 0.731 2.545 0.075
H 0.195 1.231 1.087
H -1.771 1.523 -1.041
H -1.441 3.094 -0.280
H -1.958 2.277 1.928
H -1.894 0.575 1.376
H -4.156 1.496 -0.276
H -4.316 2.757 1.227
H -3.849 -0.219 2.297
H -5.175 0.879 2.565
H -7.108 -0.054 2.349
H -8.728 -1.514 1.285
H -8.085 -2.806 -0.768
H -5.806 -2.562 -1.633
H -3.647 -1.921 -1.471
H -3.690 -0.198 -1.229
H -3.005 -1.177 0.044
C 3.990 1.334 -4.226
C 2.903 0.276 -4.354
C 2.177 0.727 -5.611
O 3.156 1.370 -6.442
C 4.346 1.593 -5.683
H 4.845 1.016 -3.629
H 3.575 2.238 -3.773
H 3.357 -0.706 -4.515
H 2.250 0.210 -3.486
H 1.396 1.457 -5.378
H 1.725 -0.101 -6.158
H 5.111 0.890 -6.034
H 4.704 2.609 -5.858
C 3.677 -1.651 4.661
C 5.115 -1.151 4.604
C 5.140 -0.436 3.261
O 3.822 0.070 3.041
C 2.925 -0.509 3.996
H 3.324 -1.860 5.670
H 3.576 -2.563 4.068
H 5.294 -0.438 5.412
H 5.860 -1.942 4.678
H 5.381 -1.129 2.447
H 5.854 0.389 3.235
H 2.656 0.266 4.722
H 2.018 -0.839 3.490
*
```

The calculation puts the gap between HOMO and LUMO at 6.9 eV.

Population analysis type Mulliken, resulting atomic charges in e: number 1, C, carries -1.079; number 2, C, carries -0.392; number 3, O, carries -0.341; number 4, C, carries 0.478; number 5, O, carries -0.538; number 6, C, carries -0.393; number 7, C, carries -0.282; number 8, C, carries -0.830; number 9, B, carries 0.117; number 10, C, carries -1.015; number 11, C, carries 1.008; number 12, C, carries -1.064; number 13, C, carries -0.545; number 14, C, carries -0.582; number 15, C, carries -0.544; number 16, C, carries 1.332; number 17, C, carries -1.370; number 18, H, carries 0.307; number 19, H, carries 0.431; number 20, H, carries 0.184; number 21, H, carries 0.317; number 22, H, carries 0.385; number 23, H, carries 0.422; number 24, H, carries 0.218; number 25, H, carries 0.307; number 26, H, carries 0.197; number 27, H, carries 0.127; number 28, H, carries 0.155; number 29, H, carries -0.178; number 30, H, carries -0.266; number 31, H, carries 0.211; number 32, H, carries 0.130; number 33, H, carries 0.302; number 34, H, carries 0.349; number 35, H, carries 0.344; number 36, H, carries 0.297; number 37, H, carries 0.383; number 38, H, carries 0.245; number 39, H, carries 0.172; number 40, C, carries -0.496; number 41, C, carries -0.042; number 42, C, carries -0.480; number 43, O, carries -0.406; number 44, C, carries -0.441; number 45, H, carries 0.377; number 46, H, carries 0.212; number 47, H, carries 0.221; number 48, H, carries -0.047; number 49, H, carries 0.276; number 50, H, carries 0.278; number 51, H, carries 0.251; number 52, H, carries 0.284; number 53, C, carries -0.611; number 54, C, carries -0.542; number 55, C, carries -0.471; number 56, O, carries -0.303; number 57, C, carries -0.277; number 58, H, carries 0.357; number 59, H, carries 0.272; number 60, H, carries 0.259; number 61, H, carries 0.333; number 62, H, carries 0.258; number 63, H, carries 0.274; number 64, H, carries 0.280; number 65, H, carries 0.184


# 3
A cluster of 2 separate species, C9H14 in total at a distorted geometry, computed with ωB97M-V with the def2-TZVPD basis set.

The geometry in ORCA input format:
```
! RIJCOSX wB97M-V def2-TZVPD def2/J DEFGRID3
* xyz 0 1
C -0.262 -2.234 -2.708
C -1.133 1.260 -0.258
C -1.662 -0.027 0.064
C -0.289 1.327 -1.365
C -1.478 -1.108 -0.782
C 0.037 0.176 -2.043
C -0.585 -1.059 -1.872
H -1.135 2.038 0.480
H -2.236 0.021 1.017
H 0.004 2.309 -1.705
H -2.191 -1.901 -0.526
H 0.444 0.267 -3.051
H -0.775 -3.106 -2.308
H 0.860 -2.466 -2.700
H -0.399 -2.167 -3.800
C 1.316 1.381 2.167
C 1.337 0.341 3.325
H 0.666 1.061 1.336
H 1.268 2.450 2.391
H 2.285 1.460 1.700
H 0.486 0.438 3.982
H 1.105 -0.648 2.946
H 2.339 0.185 3.712
*
```

Its structure (SMILES) is Cc1ccccc1.CC. The calculation puts the gap between HOMO and LUMO at 9.9 eV.

Population analysis type Mulliken, resulting atomic charges in e: number 1, C, carries -1.340; number 2, C, carries -0.807; number 3, C, carries -0.334; number 4, C, carries -0.348; number 5, C, carries -0.415; number 6, C, carries -0.461; number 7, C, carries 1.040; number 8, H, carries 0.496; number 9, H, carries 0.309; number 10, H, carries 0.377; number 11, H, carries 0.259; number 12, H, carries 0.271; number 13, H, carries 0.356; number 14, H, carries 0.286; number 15, H, carries 0.319; number 16, C, carries -0.454; number 17, C, carries -1.006; number 18, H, carries -0.152; number 19, H, carries 0.365; number 20, H, carries 0.311; number 21, H, carries 0.298; number 22, H, carries 0.308; number 23, H, carries 0.322


# 4
A structure of composition C30H39CuN3OS at a distorted geometry, computed with ωB97M-V with the def2-TZVPD basis set.

The geometry in ORCA input format:
```
! RIJCOSX wB97M-V def2-TZVPD def2/J DEFGRID3
* xyz -2 2
Cu 0.277 -0.210 0.322
N 0.878 -2.787 3.886
N -0.143 -2.848 -1.307
C 0.928 1.905 0.357
C 2.006 0.982 0.672
C 1.930 0.719 2.096
C 2.922 -0.045 2.910
H 3.786 -0.316 2.294
H 2.485 -0.999 3.322
H 3.280 0.568 3.735
C 0.830 1.449 2.629
C 0.402 1.370 4.055
H 1.135 1.919 4.665
H 0.362 0.331 4.428
H -0.583 1.828 4.220
C 0.236 2.201 1.589
C -0.818 3.227 1.762
H -1.620 2.884 2.432
H -1.274 3.504 0.804
H -0.391 4.140 2.208
C 3.113 0.583 -0.248
H 3.932 1.319 -0.231
H 2.759 0.506 -1.286
H 3.525 -0.393 0.041
C 0.858 2.697 -0.900
H -0.176 2.993 -1.119
H 1.223 2.103 -1.746
H 1.477 3.610 -0.842
C 0.247 -3.646 4.666
H 0.664 -3.809 5.694
C -0.925 -4.338 4.180
H -1.410 -5.036 4.937
C -1.362 -4.183 2.846
H -2.192 -4.861 2.473
C -0.678 -3.159 2.054
H -0.937 -2.990 1.030
C 0.440 -2.434 2.622
C 1.387 -1.429 2.179
H 1.891 -2.053 1.285
C 0.033 -1.507 -1.192
C 0.678 -3.252 -2.357
H 1.148 -4.264 -2.278
C 0.640 -2.259 -3.301
H 0.839 -2.365 -4.369
N 0.193 -1.141 -2.603
C 0.019 0.100 -3.256
C 0.957 0.419 -4.276
C 0.766 1.551 -5.093
H 1.508 1.801 -5.884
C -0.351 2.380 -4.911
C -0.488 3.576 -5.788
H -1.000 4.391 -5.275
H -1.055 3.311 -6.687
H 0.507 3.903 -6.100
C -1.340 2.037 -3.961
H -2.260 2.642 -3.871
C -1.158 0.900 -3.124
C -2.178 0.463 -2.121
H -2.638 -0.498 -2.429
H -2.960 1.230 -2.024
H -1.727 0.300 -1.117
C 2.225 -0.375 -4.412
H 2.078 -1.418 -4.730
H 2.807 -0.386 -3.473
H 2.858 0.059 -5.195
C -2.352 -0.765 3.657
S -2.659 0.249 2.214
C -4.053 -0.726 1.642
O -1.606 -0.067 1.165
H -3.170 -1.495 3.713
H -2.424 -0.092 4.519
H -1.382 -1.272 3.604
H -4.931 -0.462 2.241
H -4.210 -0.489 0.587
H -3.779 -1.783 1.765
*
```

The calculation puts the gap between HOMO and LUMO (spin up / spin down) at 2.6 / 2.6 eV. Its expectation value of S² is 0.759.

Population analysis type Mulliken, resulting atomic charges in e: number 1, Cu, carries -0.306; number 2, N, carries -0.345; number 3, N, carries -0.567; number 4, C, carries 1.166; number 5, C, carries 0.572; number 6, C, carries 0.366; number 7, C, carries -1.351; number 8, H, carries 0.326; number 9, H, carries 0.008; number 10, H, carries 0.550; number 11, C, carries 0.841; number 12, C, carries -1.910; number 13, H, carries 0.396; number 14, H, carries 0.207; number 15, H, carries 0.277; number 16, C, carries 0.708; number 17, C, carries -1.872; number 18, H, carries 0.314; number 19, H, carries 0.323; number 20, H, carries 0.339; number 21, C, carries -1.144; number 22, H, carries 0.263; number 23, H, carries -0.152; number 24, H, carries 0.437; number 25, C, carries -1.367; number 26, H, carries 0.318; number 27, H, carries 0.085; number 28, H, carries 0.239; number 29, C, carries -0.391; number 30, H, carries 0.304; number 31, C, carries -0.215; number 32, H, carries 0.202; number 33, C, carries -0.877; number 34, H, carries 0.271; number 35, C, carries 0.457; number 36, H, carries 0.442; number 37, C, carries -0.442; number 38, C, carries -0.266; number 39, H, carries -0.289; number 40, C, carries 0.210; number 41, C, carries -1.493; number 42, H, carries 0.304; number 43, C, carries -0.019; number 44, H, carries 0.728; number 45, N, carries 1.234; number 46, C, carries 0.156; number 47, C, carries 1.027; number 48, C, carries -1.144; number 49, H, carries 0.210; number 50, C, carries 1.193; number 51, C, carries -1.586; number 52, H, carries 0.376; number 53, H, carries 0.283; number 54, H, carries 0.374; number 55, C, carries -1.254; number 56, H, carries 0.242; number 57, C, carries 1.126; number 58, C, carries -0.969; number 59, H, carries 0.314; number 60, H, carries 0.308; number 61, H, carries -0.260; number 62, C, carries -1.815; number 63, H, carries 0.271; number 64, H, carries 0.196; number 65, H, carries 0.385; number 66, C, carries -0.610; number 67, S, carries 0.463; number 68, C, carries -1.119; number 69, O, carries -0.626; number 70, H, carries 0.482; number 71, H, carries 0.453; number 72, H, carries -0.313; number 73, H, carries 0.347; number 74, H, carries 0.300; number 75, H, carries 0.314


Number 1: electronic energy -6703.2144 eV, M 70.07 g/mol. Number 2: electronic energy -32296.5208 eV, M 377.35 g/mol. Number 3: electronic energy -9558.7545 eV, M 122.21 g/mol. Number 4: electronic energy -93724.9233 eV, M 553.28 g/mol.